[1]
Here is C35H45AsN3O3Pt as an isolated structure from OMol25. Energies are from the ωB97M-V functional and the def2-TZVPD basis.

Output
Kohn-Sham gap = 0.2092 Ha
Highest occupied orbital energy = -0.57672 hartree
Total charge = +3
Calculated total energy = -111698.4838 eV
ΔE to the lowest compared entry with this formula, charge and spin = 0.0 kcal per mole
Largest force on an atom = 0.113 eV Å⁻¹

```
88
Properties=species:S:1:pos:R:3:forces:R:3
Pt 0.686 0.177 1.364 -0.10 0.03 -0.04
C 1.950 3.258 4.915 0.00 0.00 0.01
C 1.103 3.043 3.647 -0.01 -0.02 -0.01
C 1.028 4.326 2.827 0.01 -0.01 0.01
C 1.691 1.876 2.898 -0.02 0.01 -0.03
C 2.354 1.987 1.674 -0.01 -0.02 0.03
C 3.029 0.879 1.091 0.02 -0.01 0.01
C 3.080 -0.379 1.703 0.01 0.01 -0.01
C 3.851 -1.526 1.138 0.00 0.00 0.02
C 2.329 -0.519 2.901 0.01 -0.02 0.01
C 1.614 0.555 3.454 0.01 0.01 0.01
H 1.526 4.075 5.497 0.00 0.00 0.00
H 2.973 3.528 4.650 0.00 0.00 0.00
H 1.981 2.375 5.554 0.00 0.00 0.00
H 0.095 2.750 3.970 0.02 0.01 0.00
H 2.026 4.716 2.620 0.00 0.00 0.00
H 0.499 5.091 3.393 0.00 0.00 0.00
H 0.515 4.194 1.872 -0.02 -0.01 -0.02
H 2.368 2.934 1.151 0.00 0.00 -0.01
H 3.523 1.016 0.140 0.01 0.00 0.01
H 3.282 -2.454 1.210 0.00 0.00 0.00
H 4.771 -1.659 1.713 0.00 0.00 -0.01
H 4.121 -1.349 0.100 0.00 0.00 -0.01
H 2.287 -1.488 3.379 0.00 0.00 0.00
H 1.065 0.401 4.375 0.01 0.00 0.01
C -4.605 -0.399 -2.589 -0.01 0.01 0.00
O -3.172 -0.372 -2.569 0.01 -0.01 -0.03
C -2.535 -1.012 -3.589 0.01 0.05 0.01
C -3.157 -1.824 -4.528 0.02 -0.01 0.00
C -2.396 -2.438 -5.516 -0.02 0.00 -0.01
C -1.023 -2.258 -5.588 0.03 0.00 0.01
C -0.398 -1.445 -4.656 -0.02 -0.01 -0.01
C -1.149 -0.825 -3.670 -0.02 0.02 0.01
N -0.514 0.043 -2.716 -0.09 0.00 0.02
C -0.279 -0.336 -1.459 0.09 -0.04 -0.01
N -0.467 -1.625 -1.178 -0.01 0.01 0.03
C -0.352 -2.303 0.036 -0.02 0.01 -0.01
C 0.020 -1.752 1.244 0.01 -0.03 0.01
C -0.033 -2.516 2.413 -0.01 0.01 -0.01
C -0.401 -3.848 2.345 -0.01 0.01 0.01
C -0.737 -4.434 1.131 0.01 0.00 -0.02
C -0.722 -3.669 -0.022 0.02 -0.01 0.01
O -1.057 -4.093 -1.250 -0.01 0.01 0.00
C -1.432 -5.472 -1.426 -0.01 0.00 0.00
N 0.120 0.569 -0.548 0.01 0.00 0.02
C 0.710 1.772 -1.065 0.00 0.00 0.01
C 0.103 3.008 -0.888 -0.01 0.00 -0.02
C 0.694 4.161 -1.379 0.00 0.00 0.00
C 1.897 4.067 -2.065 0.00 0.01 0.01
C 2.509 2.836 -2.271 0.01 -0.01 -0.01
C 1.923 1.678 -1.774 -0.01 0.02 0.01
O 2.440 0.434 -1.903 0.00 -0.01 0.00
C 3.549 0.262 -2.800 -0.01 0.00 -0.01
H -4.930 0.237 -1.770 0.00 0.00 0.00
H -4.981 -1.412 -2.439 0.00 0.00 0.01
H -4.986 0.004 -3.527 0.00 0.00 0.00
H -4.225 -1.979 -4.508 0.00 0.00 0.00
H -2.895 -3.061 -6.246 0.00 0.00 0.00
H -0.447 -2.737 -6.367 0.00 0.00 0.00
H 0.670 -1.273 -4.690 0.00 0.00 -0.01
H -0.475 1.034 -2.910 0.01 0.00 -0.03
H -0.804 -2.198 -1.949 0.01 0.00 0.02
H 0.206 -2.090 3.376 0.01 0.00 0.00
H -0.423 -4.442 3.249 0.00 0.00 0.00
H -1.018 -5.476 1.095 0.00 0.00 0.00
H -1.643 -5.584 -2.483 0.00 0.00 0.00
H -2.324 -5.700 -0.843 0.00 0.00 0.00
H -0.608 -6.126 -1.141 0.00 0.00 0.00
H -0.852 3.057 -0.385 0.00 0.00 0.00
H 0.211 5.120 -1.250 0.00 0.00 0.00
H 2.364 4.958 -2.462 0.00 0.00 0.00
H 3.435 2.790 -2.826 0.00 0.00 0.00
H 3.729 -0.807 -2.848 0.00 0.00 0.00
H 4.440 0.769 -2.426 0.00 0.00 0.00
H 3.301 0.639 -3.793 0.00 0.00 0.00
C -2.145 2.347 1.823 0.01 -0.01 -0.04
As -1.643 0.493 1.955 0.00 0.02 -0.01
C -2.888 -0.467 0.859 -0.02 0.02 0.03
C -1.974 -0.008 3.779 0.02 0.00 0.01
H -2.959 2.510 2.531 0.00 -0.02 0.00
H -2.503 2.539 0.814 -0.02 0.01 0.01
H -1.318 3.009 2.062 0.01 0.01 0.02
H -3.874 -0.105 1.159 0.00 0.00 0.00
H -2.812 -1.533 1.056 0.01 -0.01 0.00
H -2.728 -0.252 -0.197 0.02 -0.01 -0.01
H -3.032 0.187 3.963 0.00 0.00 0.01
H -1.379 0.603 4.455 -0.01 0.00 0.00
H -1.771 -1.065 3.930 -0.01 0.00 -0.01
```
Positions in Å, forces in eV/Å.

Mulliken population analysis, charges in e, atoms 1 to 6: 0.685, -1.488, 0.474, -1.587, 0.863, -0.530


[2]
Here is C35H45BrClNPPtSi as an isolated structure in a non-equilibrium geometry from OMol25. Energies are from the ωB97M-V functional and the def2-TZVPD basis.

Output
Spin multiplicity = 3
Kohn-Sham gap (spin up / spin down) = 0.3048 / 0.2517 Ha
Highest occupied orbital energy (spin up / spin down) = -0.38668 / -0.41811 hartree
Total charge = +1
Calculated total energy = -141488.0922 eV
Largest force on an atom = 1.338 eV Å⁻¹

```
86
Properties=species:S:1:pos:R:3:forces:R:3
Pt 0.162 -0.142 0.447 -0.72 0.17 0.79
Cl 0.994 1.627 2.358 0.15 -0.26 0.10
C 0.168 3.074 1.890 -0.28 0.42 -0.26
C 0.621 4.263 2.439 0.08 -0.07 0.09
C 0.044 5.461 2.052 -0.04 -0.04 -0.04
C -0.985 5.465 1.124 -0.05 0.06 -0.02
C -1.448 4.271 0.597 -0.05 -0.06 0.09
C -0.887 3.049 0.974 0.16 -0.14 0.00
P -1.506 1.490 0.244 -0.09 0.33 0.00
C -2.253 2.052 -1.317 0.14 -0.21 -0.05
C -1.422 2.549 -2.322 0.04 0.00 0.11
C -1.966 3.041 -3.495 0.07 0.01 -0.05
C -3.342 3.046 -3.677 -0.01 -0.02 0.05
C -4.171 2.549 -2.683 -0.05 0.01 -0.06
C -3.634 2.049 -1.506 0.08 -0.02 0.04
C -2.940 0.982 1.231 0.11 -0.14 -0.07
C -3.539 1.784 2.194 0.12 0.03 -0.02
C -4.668 1.329 2.860 -0.02 0.04 0.07
C -5.200 0.083 2.566 -0.03 0.01 0.02
C -4.612 -0.717 1.594 0.00 -0.01 0.02
C -3.485 -0.268 0.929 0.06 0.00 0.01
H 1.427 4.244 3.160 0.02 0.00 -0.04
H 0.409 6.390 2.468 0.01 -0.01 0.01
H -1.430 6.398 0.805 0.00 0.00 0.02
H -2.261 4.283 -0.116 0.01 0.01 -0.04
H -0.349 2.568 -2.175 -0.02 0.04 -0.02
H -1.313 3.420 -4.271 0.00 0.02 0.02
H -3.767 3.441 -4.590 0.00 -0.02 -0.01
H -5.245 2.550 -2.820 0.01 0.01 0.00
H -4.292 1.668 -0.739 -0.02 0.01 0.00
H -3.127 2.759 2.424 -0.01 -0.01 0.03
H -5.132 1.955 3.611 0.00 -0.02 0.00
H -6.082 -0.262 3.091 0.01 0.00 -0.01
H -5.034 -1.685 1.355 0.01 0.01 0.00
H -3.026 -0.879 0.159 -0.01 -0.05 0.02
C 2.680 1.712 -0.889 0.00 -0.08 -0.06
C 2.642 0.439 -1.748 -0.15 -0.42 0.20
C 1.654 0.706 -2.892 0.09 -0.05 0.09
C 4.037 0.207 -2.338 0.01 -0.03 -0.01
Si 2.018 -1.110 -0.697 0.83 0.18 -1.03
C 3.342 -1.729 0.594 -0.42 0.17 -0.06
C 2.655 -2.580 1.672 0.05 0.01 -0.05
C 4.411 -2.554 -0.130 -0.02 0.01 -0.06
C 4.023 -0.550 1.296 -0.02 -0.07 -0.05
C 1.344 -2.543 -1.853 0.06 0.24 0.28
C 1.208 -3.883 -1.114 0.00 0.07 0.03
C -0.048 -2.156 -2.384 0.11 0.03 -0.05
C 2.300 -2.770 -3.032 0.02 0.01 0.01
H 3.125 2.526 -1.472 -0.01 -0.01 -0.01
H 3.267 1.596 0.021 -0.05 0.06 0.00
H 1.668 2.020 -0.615 -0.01 0.06 0.09
H 1.904 1.661 -3.369 -0.02 0.01 0.00
H 0.631 0.763 -2.515 0.02 -0.01 -0.10
H 1.693 -0.061 -3.664 -0.03 0.06 -0.01
H 4.286 1.040 -3.005 0.02 0.00 0.01
H 4.092 -0.711 -2.924 0.06 0.05 0.01
H 4.806 0.169 -1.564 0.01 0.00 -0.04
H 2.123 -3.434 1.253 0.02 0.03 0.09
H 1.945 -1.977 2.246 -0.01 -0.05 0.03
H 3.406 -2.967 2.368 0.01 0.01 0.01
H 4.006 -3.467 -0.564 0.05 0.00 0.00
H 5.186 -2.847 0.586 0.00 0.00 0.02
H 4.895 -1.981 -0.924 0.02 -0.08 0.03
H 3.298 0.101 1.789 0.05 0.03 0.00
H 4.621 0.046 0.607 -0.01 0.02 0.06
H 4.697 -0.936 2.067 0.01 -0.01 0.01
H 0.608 -3.809 -0.206 0.09 -0.09 -0.11
H 2.178 -4.301 -0.844 -0.05 -0.02 0.04
H 0.717 -4.605 -1.772 0.01 0.00 -0.03
H -0.706 -1.806 -1.579 -0.07 -0.02 -0.01
H -0.527 -3.021 -2.852 0.02 -0.01 -0.03
H 0.009 -1.364 -3.130 -0.07 -0.01 0.05
H 3.303 -3.029 -2.687 -0.03 -0.03 -0.07
H 2.381 -1.897 -3.677 0.00 -0.07 -0.01
H 1.937 -3.600 -3.648 -0.02 -0.01 0.01
Br -1.163 -0.094 4.658 0.06 0.09 -0.24
C -1.399 -1.615 3.557 0.09 -0.11 -0.16
C -2.084 -2.680 4.128 -0.09 -0.06 0.05
C -2.280 -3.818 3.371 0.03 0.01 0.01
C -1.773 -3.855 2.082 -0.01 -0.04 -0.07
C -1.091 -2.751 1.614 -0.11 0.04 0.06
N -0.900 -1.628 2.327 -0.14 -0.11 0.23
H -2.447 -2.609 5.142 0.00 0.03 -0.01
H -2.810 -4.667 3.782 -0.01 0.02 0.02
H -1.901 -4.723 1.450 0.04 0.01 -0.01
H -0.675 -2.747 0.615 -0.09 0.03 0.05
```
Positions in Å, forces in eV/Å.

Mulliken population analysis, charges in e, atoms 1 to 6: 1.343, -0.189, 0.993, -0.606, -0.616, -0.808